C3H2O3 | ωB97M-V/def2-TZVPD

Values from the calculation:
Highest occupied orbital energy (alpha / beta), eV: -9.836 / -9.846
E, eV: -9277.8272
Energy above the lowest of the compared OMol25 structures with the same formula, charge and spin, kcal/mol: 177.5

XYZ file:
```
8
Properties=species:S:1:pos:R:3:mulliken_charge:R:1
C 0.56 0.02 -0.03 0.455
C -0.94 0.26 0.00 -0.487
C -0.44 -1.12 0.00 0.373
O 1.45 0.94 0.00 0.051
O -0.59 -2.29 0.01 -0.385
O 2.77 0.91 0.01 -0.472
H -1.39 0.67 0.90 0.234
H -1.43 0.62 -0.90 0.230
```



C3H2O3Pr | ωB97M-V/def2-TZVPD

Values from the calculation:
Highest occupied orbital energy (alpha / beta), eV: -16.487 / -16.487
Multiplicity: 4
Total charge: +2
E, eV: -23334.0938
Energy above the lowest of the compared OMol25 structures with the same formula, charge and spin, kcal/mol: 20.4
Expectation value of S²: 3.7516

XYZ file:
```
9
Properties=species:S:1:pos:R:3:mulliken_charge:R:1
O -1.12 0.25 0.17 -0.365
C -1.18 -1.07 0.17 -0.043
C -0.89 -2.22 -0.09 -0.115
O 1.11 0.23 0.09 -0.592
C 0.07 0.86 0.07 0.807
O -0.02 2.11 -0.20 -0.378
Pr 3.75 0.67 0.31 1.885
H -0.77 -3.27 -0.27 0.406
H -0.94 2.44 -0.23 0.396
```



C3H2O3S | ωB97M-V/def2-TZVPD

Values from the calculation:
Highest occupied orbital energy (alpha / beta), eV: -11.002 / -11.001
E, eV: -20113.8989
Energy above the lowest of the compared OMol25 structures with the same formula, charge and spin, kcal/mol: 175.2

XYZ file:
```
9
Properties=species:S:1:pos:R:3:mulliken_charge:R:1
C 0.70 1.19 -0.01 -0.099
C -0.37 1.36 -0.62 -0.012
C 1.42 0.07 0.28 -0.075
O -2.40 -0.39 -1.08 -0.491
O -1.53 -0.23 1.26 -0.504
O -0.08 -1.13 -0.56 -0.527
S -1.33 -0.26 -0.16 1.136
H 2.35 -0.19 -0.29 0.266
H 1.24 -0.41 1.18 0.306
```



C3H2O3Tl | ωB97M-V/def2-TZVPD

Values from the calculation:
Highest occupied orbital energy (alpha / beta), eV: -13.464 / -13.459
Total charge: +1
E, eV: -13965.7449
Energy above the lowest of the compared OMol25 structures with the same formula, charge and spin, kcal/mol: 106.7

XYZ file:
```
9
Properties=species:S:1:pos:R:3:mulliken_charge:R:1
O 3.66 0.42 -0.23 -0.176
C 2.53 0.21 -0.15 0.824
O 1.44 -0.18 0.00 -0.426
O -1.07 1.80 -0.52 -0.446
C -2.21 1.07 -0.35 0.285
C -3.45 1.62 -0.46 -0.708
H -4.34 0.99 -0.43 0.267
H -3.60 2.71 -0.49 0.294
Tl -0.57 0.02 0.03 1.084
```



C3H2O4 | ωB97M-V/def2-TZVPD

Values from the calculation:
Highest occupied orbital energy, eV: -9.050
E, eV: -11326.7449
Energy above the lowest of the compared OMol25 structures with the same formula, charge and spin, kcal/mol: 147.2

XYZ file:
```
9
Properties=species:S:1:pos:R:3:mulliken_charge:R:1
C -0.89 -0.59 -0.02 -0.163
C -1.05 0.73 0.06 -0.125
C 1.56 -0.42 -0.02 0.637
O 0.36 -1.24 0.21 -0.345
O 0.03 1.59 0.11 -0.134
O 2.55 -1.04 -0.04 -0.358
O 1.08 1.00 -0.03 -0.149
H -1.60 -1.35 -0.35 0.330
H -2.04 1.31 0.09 0.305
```



C3H2O4Tm | ωB97M-V/def2-TZVPD

Values from the calculation:
Highest occupied orbital energy (alpha / beta), eV: -12.767 / -11.455
Multiplicity: 3
Total charge: +1
E, eV: -40856.1399
Energy above the lowest of the compared OMol25 structures with the same formula, charge and spin, kcal/mol: 0.0
Expectation value of S²: 2.0160

XYZ file:
```
10
Properties=species:S:1:pos:R:3:mulliken_charge:R:1
O 1.81 -0.30 0.20 -0.497
C 2.55 0.43 -0.34 0.739
O 3.43 1.02 -0.80 -0.223
O -1.35 0.98 0.26 -0.636
C -2.57 0.68 -0.24 0.063
C -3.01 -0.61 -0.25 0.034
O -2.21 -1.62 0.17 -0.668
Tm -0.43 -0.81 0.98 1.453
H -3.22 1.50 -0.55 0.366
H -4.03 -0.85 -0.58 0.369
```



C3H2OS2 | ωB97M-V/def2-TZVPD

Values from the calculation:
Highest occupied orbital energy, eV: -8.980
E, eV: -26857.8476
Energy above the lowest of the compared OMol25 structures with the same formula, charge and spin, kcal/mol: 72.0

XYZ file:
```
8
Properties=species:S:1:pos:R:3:mulliken_charge:R:1
C 0.79 1.01 -0.29 -0.177
C -0.45 0.38 0.30 0.157
C -0.56 -1.12 0.03 0.174
H 1.73 1.60 0.31 0.279
H -1.37 -1.63 0.75 0.276
O 0.26 -1.70 -0.66 -0.433
S 1.19 0.47 -1.84 -0.121
S -1.59 0.97 1.41 -0.154
```



C3H2OTl | ωB97M-V/def2-TZVPD

Values from the calculation:
Highest occupied orbital energy (alpha / beta), eV: -8.888 / -8.517
Multiplicity: 2
E, eV: -9876.2187
Energy above the lowest of the compared OMol25 structures with the same formula, charge and spin, kcal/mol: 0.0
Expectation value of S²: 0.7593

XYZ file:
```
7
Properties=species:S:1:pos:R:3:mulliken_charge:R:1
C -0.79 0.95 0.17 -0.286
C -1.00 -0.37 0.19 0.381
C -1.09 -1.64 0.27 -0.555
H 0.19 1.33 0.51 0.261
H -1.29 1.62 -0.55 0.251
O 2.36 0.02 -0.54 -0.597
Tl 1.62 -1.90 -0.04 0.545
```



> What is the E in the fourth record?

-13965.7449 eV